No. 1
This record from the OMol25 dataset describes a 2-piece molecular cluster, C4H11NO overall in a non-equilibrium geometry. The level of theory is wB97M-V/def2-TZVPD.

The calculation puts the total energy at -288.9391 Ha.

ORCA input file:
```
! wB97M-V def2-TZVPD RIJCOSX def2/J DEFGRID3
* xyz 0 1
C -2.693 3.095 2.377
C -3.174 2.256 3.283
O -4.085 1.291 2.889
H -2.197 3.988 2.712
H -2.732 2.815 1.334
H -2.956 2.324 4.340
H -3.827 0.441 3.275
C 2.347 -0.716 -2.623
C 2.046 -1.569 -1.396
N 2.284 -3.015 -1.747
H 3.398 -0.881 -2.873
H 2.279 0.346 -2.411
H 1.695 -0.933 -3.465
H 1.008 -1.401 -1.138
H 2.797 -1.375 -0.643
H 2.165 -3.110 -2.722
H 1.645 -3.557 -1.191
*
```

natural (NBO) atomic charge list, values in e, 5 entries: atom 1 (C): -0.481, atom 2 (C): 0.126, atom 3 (O): -0.697, atom 4 (H): 0.205, atom 5 (H): 0.210

No. 2
This record from the OMol25 dataset describes a 2-piece molecular cluster, C5H11NO2 overall in a non-equilibrium geometry. The level of theory is wB97M-V/def2-TZVPD.

The calculation puts the total energy at -402.2474 Ha. As for the expectation value of S²: 0.752.

ORCA input file:
```
! wB97M-V def2-TZVPD RIJCOSX def2/J DEFGRID3
* xyz -1 2
C 1.088 -0.908 -0.507
N 0.344 0.228 -0.125
C 1.166 1.144 0.760
C 0.127 1.680 1.776
C -1.311 1.322 1.251
C -1.096 0.421 -0.058
O 2.317 -0.880 -0.427
H 0.670 -1.745 -1.028
H 1.838 0.518 1.404
H 1.548 2.116 0.241
H 0.228 2.712 1.919
H 0.130 1.332 2.822
H -1.874 2.209 1.042
H -1.826 0.764 2.116
H -1.545 1.085 -0.918
H -1.657 -0.559 0.069
H -1.164 -2.392 -1.622
H -1.592 -2.102 -2.990
O -1.943 -2.556 -2.262
*
```

natural (NBO) atomic charge list, values in e, 5 entries: atom 1 (C): 0.315, atom 2 (N): -0.483, atom 3 (C): -0.227, atom 4 (C): -0.464, atom 5 (C): -0.427

No. 3
This record from the OMol25 dataset describes the molecule C3H4 in a non-equilibrium geometry. The level of theory is wB97M-V/def2-TZVPD.

The calculation puts the total energy at -116.6356 Ha.

ORCA input file:
```
! wB97M-V def2-TZVPD RIJCOSX def2/J DEFGRID3
* xyz 0 1
C 1.677 0.223 -0.146
C 0.493 0.187 -0.045
C -0.957 -0.101 0.051
H 2.734 0.210 -0.213
H -1.298 0.369 0.972
H -1.113 -1.178 0.173
H -1.536 0.291 -0.790
*
```

natural (NBO) atomic charge list, values in e, 5 entries: atom 1 (C): -0.273, atom 2 (C): 0.017, atom 3 (C): -0.687, atom 4 (H): 0.234, atom 5 (H): 0.235

No. 4
This record from the OMol25 dataset describes C3H8NO as an isolated structure in a non-equilibrium geometry. The level of theory is wB97M-V/def2-TZVPD.

The calculation puts the total energy at -248.5221 Ha. As for the expectation value of S²: 2.007.

ORCA input file:
```
! wB97M-V def2-TZVPD RIJCOSX def2/J DEFGRID3
* xyz 1 3
C -0.778 0.565 0.241
C 1.015 -0.404 0.274
C -0.027 0.055 -0.958
N -0.088 -0.374 1.200
O 0.226 0.961 -1.931
H -0.640 1.607 0.588
H -1.866 0.371 0.341
H 1.475 -1.413 0.147
H 1.746 0.281 0.734
H -0.528 -0.810 -1.158
H 0.132 -0.135 2.181
H -0.773 -1.285 1.133
H 0.104 0.581 -2.792
*
```

natural (NBO) atomic charge list, values in e, 5 entries: atom 1 (C): -0.269, atom 2 (C): -0.160, atom 3 (C): 0.112, atom 4 (N): -0.727, atom 5 (O): -0.391

No. 5
This record from the OMol25 dataset describes the molecule C6H15NO3 in a non-equilibrium geometry. The level of theory is wB97M-V/def2-TZVPD.

The calculation puts the total energy at -518.0765 Ha.

ORCA input file:
```
! wB97M-V def2-TZVPD RIJCOSX def2/J DEFGRID3
* xyz 0 1
C 0.173 1.656 -1.237
C 0.007 0.820 0.046
C 1.487 0.574 0.625
C 1.569 -0.011 2.026
O 2.208 -0.268 -0.282
C -0.756 -0.495 -0.205
N -1.041 -1.237 0.998
O -0.080 -1.379 -1.072
C -2.179 -0.128 -0.912
O -2.905 -1.361 -1.061
H 0.929 2.437 -1.110
H -0.764 2.156 -1.498
H 0.479 1.044 -2.092
H -0.536 1.422 0.783
H 1.993 1.548 0.644
H 2.583 0.122 2.425
H 1.396 -1.090 2.035
H 0.875 0.482 2.712
H 3.135 -0.296 0.025
H -0.370 -1.999 1.056
H -1.947 -1.696 0.869
H 0.877 -1.173 -0.976
H -2.801 0.564 -0.336
H -2.037 0.265 -1.922
H -2.294 -1.957 -1.542
*
```

natural (NBO) atomic charge list, values in e, 5 entries: atom 1 (C): -0.619, atom 2 (C): -0.260, atom 3 (C): 0.112, atom 4 (C): -0.636, atom 5 (O): -0.760

No. 6
This record from the OMol25 dataset describes a 5-piece molecular cluster, C7H24O7 overall in a non-equilibrium geometry. The level of theory is wB97M-V/def2-TZVPD.

The calculation puts the total energy at -807.2625 Ha. As for the expectation value of S²: 0.754.

ORCA input file:
```
! wB97M-V def2-TZVPD RIJCOSX def2/J DEFGRID3
* xyz 1 2
C -2.479 1.303 1.474
O -2.320 1.190 2.917
H -3.209 0.570 1.130
H -2.823 2.310 1.237
H -1.588 1.029 0.909
H -1.808 1.923 3.267
C -0.150 -0.027 -1.325
O -1.280 -0.683 -1.829
H 0.014 0.942 -1.796
H -0.130 -0.061 -0.235
H 0.611 -0.716 -1.690
H -1.608 -1.446 -1.348
C -0.685 1.004 -5.563
O -1.056 -0.373 -5.225
H -0.069 1.283 -4.708
H -0.005 0.968 -6.414
H -1.464 1.692 -5.889
H -1.044 -0.341 -4.266
C 2.659 2.558 1.938
C 1.578 1.720 1.494
O 0.755 1.224 2.520
O 3.690 1.874 2.639
H 2.210 3.371 2.509
H 3.148 3.081 1.116
H 1.893 0.807 0.990
H 1.043 2.368 0.799
H 0.012 1.830 2.558
H 3.570 0.922 2.668
C 0.870 -3.148 0.911
C -0.594 -2.880 1.076
O -1.323 -2.901 -0.190
O 1.251 -3.340 2.207
H 1.328 -2.279 0.437
H 1.005 -4.040 0.300
H -0.675 -1.856 1.441
H -1.017 -3.643 1.729
H -1.663 -3.788 -0.332
H 1.354 -2.449 2.550
*
```

natural (NBO) atomic charge list, values in e, 5 entries: atom 1 (C): -0.253, atom 2 (O): -0.703, atom 3 (H): 0.194, atom 4 (H): 0.194, atom 5 (H): 0.121